No. 1
The following is a DFT calculation (ωB97M-V/def2-TZVPD) of a 10-piece molecular cluster, C58H119F2N13O6S2 overall in a non-equilibrium geometry.

XYZ file:
```
200
Properties=species:S:1:pos:R:3:forces:R:3:mulliken_charge:R:1
C -6.81822 -5.30795 -2.75041 0.3 -1.0 1.2 -1.373
C -6.46012 -4.07893 -3.56844 -2.3 -0.9 0.4 -0.338
N -5.07577 -3.98633 -3.89108 1.7 0.4 -1.1 0.510
C -4.20831 -3.02378 -3.45901 0.5 0.0 2.0 -1.096
C -2.95505 -3.31595 -3.88213 -1.1 0.7 -1.7 -0.661
N -3.14177 -4.29268 -4.84837 0.3 -1.2 1.1 0.294
C -4.38740 -4.76859 -4.74943 -0.7 0.9 0.3 -0.341
C -2.11504 -4.81386 -5.75644 -0.2 0.1 -0.3 -0.832
H -7.80755 -5.24667 -2.29578 -0.2 0.2 -0.5 0.411
H -6.19663 -5.45533 -1.85927 0.3 0.5 -0.2 0.361
H -6.73590 -6.28183 -3.23549 -0.2 0.3 -0.5 0.382
H -6.81978 -3.22160 -3.00001 0.6 0.3 -0.1 0.250
H -7.07495 -4.08424 -4.47194 0.3 0.1 -0.2 0.301
H -4.45873 -2.29482 -2.70578 -0.3 -0.1 -0.1 0.831
H -2.06214 -2.72944 -3.76421 0.1 -0.2 -0.2 0.681
H -4.87892 -5.59532 -5.23782 0.5 -0.1 -0.3 0.470
H -1.12221 -4.57348 -5.39134 -0.1 0.1 0.2 0.283
H -2.26343 -4.30056 -6.70496 0.2 -0.2 -0.1 0.313
H -2.23428 -5.89018 -5.84958 0.0 0.0 -0.1 0.413
C -3.65922 3.91669 -3.12071 -0.7 1.3 0.4 -0.647
C -3.22842 4.07050 -4.57179 -0.8 -2.6 -0.1 -0.717
N -1.82686 4.34123 -4.74557 1.7 1.6 -0.6 0.340
C -0.77795 3.46322 -4.56918 0.1 -0.7 -0.1 -0.369
C 0.37743 4.11794 -4.85471 -0.2 -0.1 0.8 -1.203
N 0.06248 5.45113 -5.03602 -0.7 -1.0 -1.1 0.228
C -1.27029 5.50859 -5.10475 -0.3 0.8 0.4 -0.180
C 1.02027 6.48764 -5.39755 -0.3 1.1 -0.5 -0.867
H -4.72121 3.67157 -3.19403 0.0 -0.1 0.3 0.445
H -3.59813 4.88279 -2.60763 -0.2 0.1 -0.1 0.465
H -3.18290 3.23730 -2.41406 0.4 -0.4 -0.9 -0.060
H -3.93011 4.66284 -5.15680 0.6 1.0 0.3 0.520
H -3.40764 3.10733 -5.06753 0.4 -0.2 0.2 0.052
H -0.94127 2.43282 -4.28396 -0.1 0.0 -0.2 0.731
H 1.36469 3.72448 -5.02325 0.1 0.2 0.4 0.718
H -1.79563 6.36717 -5.49522 -0.2 0.1 0.4 0.440
H 0.51718 7.36626 -5.80573 -0.4 -0.3 -0.2 0.367
H 1.66911 6.10848 -6.18195 0.3 0.0 0.2 0.383
H 1.53103 6.92325 -4.54082 0.3 -0.7 0.2 0.308
C -0.61295 3.74163 6.02906 -1.7 0.7 0.5 -0.678
C -0.29995 4.79297 4.98130 1.7 -0.2 -0.2 -0.675
N -0.10999 4.22707 3.62742 -0.3 -1.0 -1.0 0.211
C -1.01345 4.42529 2.60907 -0.1 0.3 0.0 -0.699
C -0.54131 3.80380 1.49527 -0.7 0.7 0.3 -0.800
N 0.64042 3.23472 1.84466 -0.9 -1.2 -0.7 0.383
C 0.84490 3.40567 3.14342 -0.1 0.7 0.6 -0.254
C 1.44591 2.46398 0.88810 1.3 0.4 1.1 -0.612
H 0.00784 2.87736 6.25209 0.6 0.3 -0.6 0.089
H -1.61657 3.36756 5.80400 0.1 -0.2 0.1 0.194
H -0.74073 4.28287 6.96937 0.1 -0.1 0.1 0.427
H 0.61077 5.36301 5.17935 0.1 -0.2 0.2 0.421
H -1.03726 5.58358 4.86118 -0.4 -0.4 0.3 0.383
H -1.91990 4.97505 2.79789 0.1 0.2 -0.2 0.557
H -0.96858 3.69185 0.51407 0.1 0.1 0.0 0.826
H 1.58858 2.89185 3.72733 0.3 0.3 0.0 0.571
H 2.26820 3.15262 0.68687 0.3 -0.5 -0.4 0.544
H 0.96753 2.15943 -0.03695 -0.6 0.3 0.2 -0.128
H 1.79605 1.57702 1.41552 0.1 0.0 -0.2 0.289
C -4.43741 -1.12206 -8.40517 0.3 -0.2 -0.9 -1.250
C -5.18881 -2.08874 -7.49274 0.6 -0.1 -1.1 0.136
N -5.85965 -1.42142 -6.38450 0.1 1.6 0.6 0.404
C -7.19796 -1.29942 -6.10328 -0.4 -1.4 -0.4 -0.547
C -7.34802 -0.63041 -4.93708 0.4 -0.1 -0.4 -0.490
N -6.06894 -0.25490 -4.57355 1.1 0.3 -0.2 0.500
C -5.18465 -0.67538 -5.49171 -0.7 -1.1 -0.2 -0.041
C -5.68275 0.37611 -3.32083 -0.9 0.4 0.5 -1.137
H -3.67840 -0.50232 -7.93088 -0.1 -0.1 0.3 0.269
H -5.08375 -0.51953 -9.04615 -0.4 0.2 0.6 0.393
H -3.92460 -1.70009 -9.17884 0.2 -0.3 0.3 0.423
H -4.53572 -2.85414 -7.07155 0.3 0.3 0.1 -0.165
H -5.86416 -2.65724 -8.13189 -0.6 0.3 0.4 0.404
H -7.89455 -1.84242 -6.72272 -0.2 0.3 0.1 0.514
H -8.23501 -0.43365 -4.36110 0.1 0.2 0.0 0.527
H -4.10704 -0.50631 -5.54391 0.1 0.2 0.4 0.030
H -4.65605 0.72634 -3.27859 0.2 -0.3 -0.5 0.189
H -5.87313 -0.33075 -2.51094 0.2 0.0 0.0 0.402
H -6.33942 1.23040 -3.14758 0.0 0.0 0.0 0.543
C 2.95100 3.54314 -2.49871 -0.4 -0.9 0.6 -1.611
C 2.86274 2.05015 -2.89236 -0.2 -0.3 0.2 0.748
C 4.05254 1.19272 -2.43126 0.3 0.2 -0.6 -1.010
N 3.97728 -0.26859 -2.80224 -0.7 -0.5 -0.8 0.542
C 2.91720 -0.96888 -1.95375 0.7 0.4 -1.0 -0.737
C 5.35489 -0.95091 -2.72463 -0.3 0.8 0.3 -0.581
C 5.36260 -2.12017 -3.69097 -0.6 0.1 -0.7 -0.629
C 4.16558 -1.87470 -4.61885 -2.3 -0.3 0.5 -0.733
C 3.65277 -0.47227 -4.26399 1.2 0.2 -1.2 -0.274
H 1.95561 3.98450 -2.55898 0.0 0.0 -0.2 0.392
H 3.62528 4.10357 -3.14009 0.2 0.0 0.1 0.435
H 3.22726 3.62897 -1.44709 0.4 0.2 -0.1 0.394
H 2.76210 2.03532 -3.97822 0.2 -0.4 0.0 0.373
H 1.96557 1.55694 -2.50550 -0.3 0.4 0.1 -0.200
H 4.20556 1.13255 -1.35408 -0.1 0.7 0.1 0.354
H 4.94097 1.59334 -2.92018 0.2 -0.1 0.2 0.336
H 3.15588 -2.02851 -1.98156 -0.1 0.0 0.3 0.684
H 1.95477 -0.80736 -2.43345 -0.1 0.0 0.2 -0.243
H 2.94111 -0.50736 -0.97215 -0.1 -0.4 0.2 0.252
H 5.54979 -1.24664 -1.69557 0.0 0.3 0.0 0.341
H 6.01094 -0.14337 -3.04269 0.4 -0.3 0.2 0.499
H 5.24694 -3.05590 -3.15050 0.3 -0.1 -0.2 0.322
H 6.24105 -2.10702 -4.33185 0.3 -0.2 0.5 0.367
H 3.30576 -2.52699 -4.42522 0.4 -0.4 0.4 0.287
H 4.27523 -2.03632 -5.68907 0.6 0.4 0.0 0.537
H 2.62233 -0.24198 -4.51980 0.0 -0.2 0.4 -0.266
H 4.28300 0.19887 -4.85537 -0.1 0.5 0.4 0.520
C 0.34944 -0.43293 5.40573 0.5 -0.6 0.7 -0.638
C 1.31433 -0.67316 6.58664 -0.3 0.5 -0.1 -0.495
C 2.61148 0.14396 6.42872 -0.4 -0.2 1.1 -0.383
N 3.56073 -0.04671 7.59761 1.1 -0.3 0.1 0.269
C 3.07444 0.63159 8.85113 -0.8 0.0 -0.8 -0.816
C 3.84270 -1.50808 7.91045 0.6 -0.1 -1.2 -0.541
C 5.22326 -1.55550 8.54850 -0.3 0.2 0.5 -0.727
C 5.94958 -0.29006 8.06703 0.3 0.5 0.9 -0.626
C 4.95864 0.47978 7.23377 -0.6 -0.2 -0.8 -0.604
H 0.09419 0.62006 5.28538 0.2 0.1 -0.1 -0.041
H -0.57496 -0.96326 5.63292 0.0 0.0 -0.2 0.408
H 0.79312 -0.85825 4.50740 -0.2 0.2 -0.2 0.056
H 1.52119 -1.73716 6.70588 0.2 0.0 -0.4 0.456
H 0.76177 -0.45508 7.50349 0.3 0.5 0.1 0.403
H 2.44349 1.22233 6.40970 -0.3 0.0 -0.1 0.356
H 3.14450 -0.10777 5.51283 0.1 -0.3 0.1 -0.057
H 2.09166 0.20200 9.03116 0.1 0.0 0.5 0.337
H 2.93640 1.68834 8.63059 0.2 0.0 0.1 0.353
H 3.75050 0.47880 9.68626 0.1 -0.1 -0.1 0.405
H 3.01691 -1.98584 8.42731 0.0 0.2 0.2 0.518
H 4.01179 -1.99386 6.94495 -0.7 0.1 -0.2 0.187
H 5.11743 -1.57692 9.63155 0.4 -0.2 0.0 0.363
H 5.73732 -2.43803 8.17773 0.0 -0.2 0.4 0.369
H 6.26429 0.35116 8.89141 0.0 -0.3 0.2 0.313
H 6.87056 -0.50901 7.53044 -0.2 0.0 -0.2 0.393
H 4.96532 1.56108 7.35050 0.0 0.0 0.1 0.485
H 5.11040 0.23850 6.17955 -0.2 0.1 0.0 0.261
C 2.74886 -2.32700 2.17690 0.2 -0.5 0.5 -1.241
C 4.09327 -3.00839 1.83197 -0.3 -0.3 -0.1 0.030
C 5.14401 -2.79102 2.92514 -0.3 -0.8 -0.2 -0.771
N 6.40949 -3.62587 2.74897 -0.1 0.9 0.9 0.302
C 6.11415 -5.11799 2.92089 0.7 1.4 -0.9 -0.802
C 7.46336 -3.19470 3.75744 0.4 0.4 -0.2 -0.637
C 8.80371 -3.49274 3.10230 0.6 0.0 0.2 -0.624
C 8.59774 -3.55133 1.58070 -0.5 -0.5 0.4 -0.745
C 7.09350 -3.36551 1.39427 -0.5 -0.4 0.0 -0.533
H 2.08652 -2.22061 1.32153 0.2 0.4 -0.1 0.150
H 2.85492 -1.40745 2.75891 0.1 0.3 -0.5 0.158
H 2.20359 -2.98366 2.86090 0.1 -0.1 0.0 0.501
H 4.51552 -2.77562 0.85125 -0.2 0.6 0.1 0.213
H 3.81981 -4.05779 1.70311 0.3 -0.1 0.3 0.298
H 4.70959 -3.07931 3.88487 0.1 -0.1 0.1 0.235
H 5.41010 -1.73715 3.00919 0.3 -0.1 -0.2 0.405
H 7.05288 -5.56105 2.59653 -0.3 -0.6 0.1 0.438
H 5.30355 -5.29822 2.22452 0.1 -0.6 0.1 0.348
H 5.87306 -5.35832 3.95064 0.0 0.1 0.0 0.274
H 7.35792 -3.66592 4.73269 -0.4 -0.3 -0.2 0.464
H 7.39065 -2.11723 3.91729 -0.4 0.0 -0.2 0.341
H 9.23381 -4.40570 3.50937 0.1 0.0 -0.1 0.349
H 9.49243 -2.67406 3.30333 0.1 -0.2 0.4 0.349
H 8.87739 -4.52315 1.17930 0.2 0.1 0.0 0.356
H 9.18771 -2.78046 1.09445 -0.2 0.0 -0.2 0.346
H 6.65347 -4.10748 0.72994 0.0 0.2 -0.3 0.440
H 6.83817 -2.36043 1.06228 -0.1 0.0 0.2 0.330
C -4.82894 4.51004 0.66087 0.7 -0.4 -0.3 -1.119
C -5.14757 3.09868 1.16010 0.0 -0.1 -0.2 -0.281
C -4.11458 2.59556 2.14228 0.2 -0.1 1.2 0.293
N -4.52180 1.34916 2.88417 0.6 -0.8 0.8 0.041
C -5.50230 1.62742 4.02823 0.1 1.1 -1.7 -0.718
C -3.29906 0.66360 3.56870 -0.9 0.7 -1.6 0.463
C -3.81164 -0.74781 3.76385 0.6 -0.3 1.7 -0.684
C -4.66072 -1.06685 2.55457 0.2 -0.7 -0.4 -0.810
C -5.06625 0.27376 1.96329 0.3 0.4 -0.3 -0.061
H -5.61054 4.91959 0.02605 -0.2 0.1 0.3 0.385
H -3.94693 4.45267 0.01356 0.1 0.0 0.0 0.087
H -4.56356 5.19403 1.46639 -0.4 0.1 0.1 0.343
H -5.10659 2.40960 0.31356 -0.3 0.1 -0.1 0.234
H -6.15229 3.03178 1.58061 0.0 0.2 0.1 0.406
H -3.90736 3.27137 2.97699 -0.1 0.5 -0.3 0.408
H -3.14695 2.38109 1.68691 -0.1 -0.1 -0.3 -0.437
H -6.45485 1.81312 3.53607 -0.3 -0.6 0.4 0.422
H -5.26125 2.59877 4.45843 0.4 -0.2 0.3 0.349
H -5.44301 0.81372 4.73497 -0.5 0.0 0.0 0.293
H -3.03056 1.31746 4.39543 0.0 -0.4 0.3 0.233
H -2.50788 0.68415 2.81466 0.0 0.0 0.2 -0.698
H -4.33820 -0.84888 4.71445 -0.2 0.1 -0.1 0.393
H -2.95632 -1.41550 3.87864 -0.1 -0.1 -0.2 0.437
H -5.48275 -1.76459 2.70398 -0.1 0.3 0.5 0.427
H -4.00071 -1.60255 1.86973 -0.1 0.3 -0.3 0.268
H -6.11888 0.50931 1.82907 -0.1 -0.4 0.0 0.614
H -4.54965 0.36695 1.00759 -0.1 0.4 0.0 -0.272
N -1.35831 0.76614 0.65391 -1.0 0.8 -3.0 0.185
S -0.75393 -0.61361 0.83428 3.9 -5.2 2.6 -0.125
O 0.51000 -0.83812 0.13038 -1.5 0.3 -0.5 -0.151
O -1.64380 -1.73525 0.99552 0.5 1.3 -0.1 -0.599
F -0.10646 -0.40939 2.28578 -0.7 0.4 0.7 -0.118
S -1.60331 0.64166 -1.01510 -2.8 1.2 -1.2 1.244
O -2.10056 -0.57483 -1.61746 1.3 0.9 1.3 -0.477
O -0.73055 1.48958 -1.75409 0.7 0.0 0.4 -0.598
F -2.94096 1.47704 -0.92977 -0.5 0.6 0.0 -0.416
C -0.17013 -0.44413 -4.58285 0.9 0.4 2.1 -0.808
C -1.55025 -0.50625 -5.25997 -0.1 -0.3 -0.9 0.060
O -2.40699 0.39547 -5.01592 0.5 0.0 0.5 -0.657
O -1.71919 -1.46537 -6.04015 -0.2 -0.1 0.4 -0.623
H -0.19150 0.12306 -3.64450 -0.4 0.5 -0.2 -0.072
H 0.69215 -0.02639 -5.10765 -0.6 0.1 -0.8 0.563
H 0.23362 -1.36724 -4.14801 -0.5 -0.6 -0.8 0.530
```
Positions in Å, forces in eV/Å.

For the calculated total energy, the calculation gives -4438.56089 hartree. For the orbital gap, the calculation gives 7.4 eV. The net charge is +6. Its energy above the lowest of the compared OMol25 structures with the same formula, charge and spin is 0.0 kJ/mol.

No. 2
The following is a DFT calculation (ωB97M-V/def2-TZVPD) of C22H53N15O2Os as an isolated structure.

XYZ file:
```
93
Properties=species:S:1:pos:R:3:forces:R:3:mulliken_charge:R:1
Os -0.50395 0.04952 -0.71341 0.1 -0.1 0.1 0.555
C 5.12992 -3.81457 2.72721 0.0 0.0 0.0 -1.148
N 3.94662 -2.95420 2.56002 0.0 0.0 0.0 0.079
C 2.97542 -3.03015 3.65298 0.0 0.0 0.0 -1.096
C 3.78681 -2.15829 1.50865 0.0 -0.1 0.1 0.690
N 2.52008 -1.89852 1.05436 0.1 0.3 -0.2 0.732
C 1.50038 -2.95069 1.00517 0.0 0.0 0.0 -1.158
C 0.55939 -2.92685 -0.19530 0.0 0.0 0.1 -1.491
N -0.66411 -2.04064 -0.18317 0.0 0.1 -0.1 0.497
C -1.34935 -2.06548 1.14661 0.0 0.0 0.0 -1.545
C -0.84808 -0.91766 2.00010 0.0 0.0 0.0 0.005
N -0.83742 0.30627 1.16176 0.1 0.0 -0.1 0.933
C -1.05197 1.52025 1.83976 0.0 0.0 0.0 -0.640
N -0.13396 2.48027 1.74989 0.0 0.0 0.0 0.439
C -0.45645 3.91258 1.84697 0.0 0.0 0.0 -1.217
C 1.29201 2.18829 1.62607 0.0 0.0 0.0 -0.954
N -2.14102 1.65866 2.57494 0.0 0.0 0.0 0.123
C -2.21433 2.54615 3.75190 0.0 0.0 0.0 -1.113
C -3.35741 0.87748 2.35183 0.0 0.0 0.0 -0.824
C -1.55816 -2.62215 -1.24400 0.0 0.0 0.0 -1.263
C -2.66832 -1.66530 -1.59970 -0.1 0.0 0.0 -0.824
N -2.07356 -0.31282 -1.74888 0.2 -0.1 -0.1 1.347
C -2.75759 0.54848 -2.63067 -0.1 0.0 0.0 -0.624
N -2.07759 1.12324 -3.61746 0.0 0.0 0.0 0.349
C -2.47856 2.40895 -4.21094 0.0 0.0 0.0 -1.251
C -0.92740 0.49306 -4.26825 0.0 0.0 0.0 -0.925
N -4.06011 0.71757 -2.49174 0.0 0.0 0.0 0.200
C -4.96382 0.99075 -3.62437 0.0 0.0 0.0 -1.086
C -4.73533 0.61148 -1.19875 0.0 0.0 0.0 -1.361
N 4.83384 -1.60864 0.89053 0.0 0.0 0.0 -0.017
C 6.06417 -1.23334 1.60671 0.0 -0.1 0.0 -1.145
C 4.84683 -1.29061 -0.53275 0.0 0.0 0.0 -0.941
H 4.78270 -4.79682 3.04391 0.0 0.0 0.0 0.398
H 5.65498 -3.91895 1.78297 0.0 0.0 0.0 0.406
H 5.80450 -3.42530 3.48817 0.0 0.0 0.0 0.404
H 3.52047 -2.99752 4.59539 0.0 0.0 0.0 0.438
H 2.30369 -2.17533 3.62078 0.0 0.0 0.0 0.269
H 2.41088 -3.96287 3.62059 0.0 0.0 0.0 0.358
H 2.02435 -3.90592 0.93755 0.0 0.0 0.0 0.737
H 0.93107 -2.99934 1.93234 0.0 0.0 0.0 0.321
H 1.10496 -2.72740 -1.11914 0.0 0.0 0.0 0.343
H 0.18237 -3.94931 -0.28278 0.0 0.0 0.0 0.552
H -2.41699 -1.93570 0.97030 0.0 0.0 0.0 0.485
H -1.22074 -3.03309 1.63443 0.0 0.0 0.0 0.514
H -1.49726 -0.79040 2.86551 0.0 0.0 0.0 0.787
H 0.16078 -1.09145 2.38077 0.0 0.0 0.0 -0.212
H -1.51102 4.07213 1.64415 0.0 0.0 0.0 0.416
H -0.19333 4.33032 2.81741 0.0 0.0 0.0 0.382
H 0.12890 4.43226 1.08776 0.0 0.0 0.0 0.427
H 1.46308 1.11547 1.59579 0.0 0.0 0.0 0.152
H 1.69986 2.66023 0.73085 0.0 0.0 0.0 0.240
H 1.81609 2.60246 2.48856 0.0 0.0 0.0 0.506
H -1.21652 2.77555 4.11059 0.0 0.0 0.0 0.407
H -2.75927 3.46254 3.53256 0.0 0.0 0.0 0.392
H -2.74737 2.00566 4.53193 0.0 0.0 0.0 0.385
H -3.25581 0.26830 1.45998 0.0 0.0 0.0 0.018
H -3.56165 0.24267 3.21478 0.0 0.0 0.0 0.419
H -4.19567 1.56339 2.22878 0.0 0.0 0.0 0.431
H -0.93161 -2.78691 -2.12208 0.0 0.0 0.0 0.525
H -1.95024 -3.58850 -0.91887 0.0 0.0 0.0 0.436
H -3.13719 -1.98687 -2.53125 0.0 0.0 0.0 0.525
H -3.45471 -1.65603 -0.84235 0.0 0.0 0.0 0.438
H -3.13818 2.94540 -3.53448 0.0 0.0 0.0 0.419
H -1.57229 2.99637 -4.36058 0.0 0.0 0.0 0.407
H -2.96007 2.27969 -5.17891 0.0 0.0 0.0 0.402
H -0.77152 -0.51322 -3.89101 0.0 0.0 0.0 0.211
H -1.12268 0.43247 -5.33923 0.0 0.0 0.0 0.492
H -0.02678 1.09194 -4.12599 0.0 0.0 0.0 0.200
H -4.48877 0.71631 -4.56044 0.0 0.0 0.0 0.393
H -5.84706 0.36856 -3.48856 0.0 0.0 0.0 0.398
H -5.27472 2.03406 -3.64730 0.0 0.0 0.0 0.403
H -4.00076 0.63443 -0.40184 0.0 0.0 0.0 0.256
H -5.39625 1.47065 -1.08871 0.0 0.0 0.0 0.484
H -5.34106 -0.29422 -1.14960 0.0 0.0 0.0 0.402
H 5.89435 -1.24539 2.67830 0.0 0.0 0.0 0.408
H 6.88735 -1.90024 1.35437 0.0 0.0 0.0 0.394
H 6.33124 -0.22013 1.30843 0.0 0.0 0.0 0.391
H 3.99076 -1.73783 -1.03375 0.0 0.0 0.0 0.284
H 4.86280 -0.20849 -0.68545 0.0 0.0 0.0 0.279
H 5.74816 -1.70621 -0.98351 0.0 0.0 0.0 0.420
N 1.26772 0.02327 -1.40778 -0.3 0.1 -0.2 -0.419
N 1.73460 1.21512 -2.01268 0.0 0.0 0.1 -0.402
C 0.96167 2.31062 -1.90845 0.0 0.0 0.0 -0.008
N 1.40380 3.47290 -2.35394 0.0 0.0 0.0 -0.218
N -0.22869 2.03149 -1.32380 0.0 0.1 0.0 0.432
N -1.21319 3.01237 -1.19155 0.1 0.0 0.0 1.135
O -1.00301 4.13713 -1.58148 0.0 -0.1 0.0 -0.826
O -2.23320 2.62062 -0.66270 0.1 0.0 0.0 -0.555
H 2.43372 -1.08228 0.45342 -0.1 -0.4 0.2 -0.218
H 1.74088 -0.75821 -1.85051 0.0 0.0 0.1 0.489
H 2.72689 1.29522 -2.18529 0.0 0.0 0.0 0.289
H 2.29088 3.54543 -2.83125 0.0 0.0 0.0 0.225
H 0.80711 4.28580 -2.31122 0.0 0.0 0.0 0.202
```
Positions in Å, forces in eV/Å.

For the calculated total energy, the calculation gives -1931.15324 hartree. For the orbital gap, the calculation gives 8.2 eV. The net charge is +4. Its energy above the lowest of the compared OMol25 structures with the same formula, charge and spin is 0.0 kJ/mol.